# 1
Density functional theory data (the ωB97M-V functional and the def2-TZVPD basis) for a structure of composition C4H4N2O2 at a distorted geometry.

Summary:
LUMO level = -0.01085 hartree
2S+1 = 1
Orbital gap = 9.0 eV
Energy above the lowest of the compared OMol25 structures with the same formula, charge and spin = 573.0 kJ/mol
HOMO level = -0.3410 hartree

Element x y z (Å)
C  -1.31343  -1.13901  -0.03144
C  0.01775  -0.59119  0.03078
C  1.31998  1.07447  -0.10954
C  2.07783  -0.09760  -0.16677
H  -1.44509  1.34932  0.08907
H  -1.50935  -2.19853  0.38373
H  1.55886  2.09947  0.33637
H  3.20164  -0.48379  -0.14293
N  -2.49352  -0.54401  0.02407
N  -0.08152  0.79954  0.19748
O  -2.48526  0.85394  -0.36308
O  1.15212  -1.12261  -0.24774

# 2
Density functional theory data (the ωB97M-V functional and the def2-TZVPD basis) for an isolated molecule of C4H4N2O2 at a distorted geometry.

Summary:
Structure (SMILES) = O/N=C\c1ccno1
LUMO level = 0.01220 hartree
2S+1 = 1
Orbital gap = 9.8 eV
Energy above the lowest of the compared OMol25 structures with the same formula, charge and spin = 397.4 kJ/mol
HOMO level = -0.3473 hartree

Element x y z (Å)
O  -2.33548  -1.19488  -0.01834
N  -2.32238  0.19554  0.05395
C  -1.19834  0.76295  -0.05154
C  0.11361  0.19848  -0.15298
C  1.31207  0.78988  -0.08042
C  2.23487  -0.29213  0.04191
N  1.61718  -1.44131  0.00282
O  0.28579  -1.15668  -0.12878
H  -3.29492  -1.42220  0.01536
H  -1.28177  1.87265  0.04523
H  1.56156  1.83607  -0.00788
H  3.30782  -0.14837  0.28067

# 3
Density functional theory data (the ωB97M-V functional and the def2-TZVPD basis) for an isolated molecule of C4H4N2O2 at a distorted geometry.

Summary:
Structure (SMILES) = C=CN(O)C(=O)C#N
LUMO level = -0.02562 hartree
2S+1 = 1
Orbital gap = 8.5 eV
Energy above the lowest of the compared OMol25 structures with the same formula, charge and spin = 635.3 kJ/mol
HOMO level = -0.3362 hartree

Element x y z (Å)
C  -2.52484  0.76441  -0.28664
C  -1.22536  0.82550  -0.01584
N  -0.45807  -0.38420  0.21833
O  -0.77351  -1.59138  0.29199
C  0.92467  -0.45544  -0.23860
O  1.50170  -1.50005  -0.22072
C  1.49662  0.85682  -0.06745
N  1.74075  2.05191  0.17084
H  -2.81745  -0.20502  -0.24969
H  -3.38346  1.47072  -0.02863
H  -0.62833  1.88502  0.40167
H  -0.00169  -2.04088  0.23349

# 4
Density functional theory data (the ωB97M-V functional and the def2-TZVPD basis) for a structure of composition C4H4N2O2 at a distorted geometry.

Summary:
LUMO level = 0.01805 hartree
2S+1 = 1
Orbital gap = 8.9 eV
Energy above the lowest of the compared OMol25 structures with the same formula, charge and spin = 833.0 kJ/mol
HOMO level = -0.3075 hartree

Element x y z (Å)
C  0.70924  1.27252  0.03702
C  -0.54794  0.69859  -0.25237
C  -1.96404  -0.60709  -0.00187
C  -0.37865  -0.66895  -0.41845
H  2.81916  -1.01600  0.33348
H  1.24537  2.17259  0.03195
H  -2.52167  -0.96009  1.07485
H  -2.39871  -0.85799  -0.95105
N  1.42944  0.21812  0.20266
N  0.78522  -1.09196  0.14269
O  2.72741  0.02937  -0.23490
O  -1.90482  0.81090  0.03598

# 5
Density functional theory data (the ωB97M-V functional and the def2-TZVPD basis) for an isolated molecule of C4H4N2O2 at a distorted geometry.

Summary:
Structure (SMILES) = c1cocnnco1
LUMO level = 0.03101 hartree
2S+1 = 1
Orbital gap = 10.2 eV
Energy above the lowest of the compared OMol25 structures with the same formula, charge and spin = 436.8 kJ/mol
HOMO level = -0.3435 hartree

Element x y z (Å)
C  -1.35372  -0.33053  0.24494
C  -1.09025  0.96065  -0.08361
O  0.09199  1.49026  -0.51607
C  1.11212  1.21428  0.34750
N  1.77839  0.15786  0.35425
N  1.72393  -0.82347  -0.54616
C  0.64981  -1.50561  -0.56615
O  -0.55515  -1.55121  0.12229
H  -2.34141  -0.58732  0.59906
H  -1.95987  1.63030  0.04302
H  1.32335  1.84235  1.12968
H  0.62082  -2.49756  -1.12876

# 6
Density functional theory data (the ωB97M-V functional and the def2-TZVPD basis) for an isolated molecule of C4H4N2O2 at a distorted geometry.

Summary:
Structure (SMILES) = O=C/C=N/N=C/C=O
LUMO level = -0.05958 hartree
2S+1 = 1
Orbital gap = 9.0 eV
Energy above the lowest of the compared OMol25 structures with the same formula, charge and spin = 332.9 kJ/mol
HOMO level = -0.3902 hartree

Element x y z (Å)
O  3.96933  0.26435  -0.00489
C  2.91319  -0.34429  0.03761
C  1.62653  0.32740  0.08809
N  0.59111  -0.47446  -0.05326
N  -0.57200  0.29981  -0.10594
C  -1.64797  -0.36538  -0.06366
C  -2.91382  0.41648  -0.03371
O  -3.98189  -0.14497  0.11161
H  2.91154  -1.42537  0.06532
H  1.64583  1.47546  0.15523
H  -1.69200  -1.49145  -0.03129
H  -2.76626  1.50358  -0.09848

# 7
Density functional theory data (the ωB97M-V functional and the def2-TZVPD basis) for an isolated molecule of C4H4N2OS at a distorted geometry.

Summary:
Structure (SMILES) = O/N=C/N=C\C=C=S
LUMO level = -0.02038 hartree
2S+1 = 1
Orbital gap = 8.1 eV
Energy above the lowest of the compared OMol25 structures with the same formula, charge and spin = 358.2 kJ/mol
HOMO level = -0.3166 hartree

Element x y z (Å)
O  -0.78684  -2.86753  -0.03375
N  -0.20253  -1.66122  -0.43331
C  0.42641  -1.04963  0.48745
N  1.15789  0.05906  0.24715
C  0.76056  1.21221  -0.08862
C  -0.59777  1.69574  -0.17491
C  -1.69449  0.98760  -0.04193
S  -3.01801  0.19944  0.11475
H  -1.19202  -3.20608  -0.84308
H  0.53747  -1.44345  1.50471
H  1.53335  1.94700  -0.29093
H  -0.71035  2.75338  -0.37405

# 8
Density functional theory data (the ωB97M-V functional and the def2-TZVPD basis) for an isolated molecule of C4H4N2OS at a distorted geometry.

Summary:
Structure (SMILES) = On1cncc1C=S
LUMO level = -0.03328 hartree
2S+1 = 1
Orbital gap = 7.9 eV
Energy above the lowest of the compared OMol25 structures with the same formula, charge and spin = 369.0 kJ/mol
HOMO level = -0.3239 hartree

Element x y z (Å)
O  1.07893  1.84917  -0.21857
N  0.86811  0.39418  -0.24856
C  1.67353  -0.60520  -0.16729
N  1.06958  -1.80959  -0.14128
C  -0.26223  -1.47037  0.09539
C  -0.44034  -0.12001  0.00375
C  -1.68740  0.64542  0.01991
S  -3.11925  -0.16087  -0.21534
H  0.96892  2.11350  0.82541
H  2.84765  -0.50374  -0.32747
H  -1.17120  -2.10099  0.05184
H  -1.82630  1.76850  0.32220

Q: Among the records above, which one has the lowest energy above the lowest of the compared OMol25 structures with the same formula, charge and spin?
A: number 6

Q: What is the LUMO level in the third record?
A: -0.02562 hartree